DFT (ωB97M-V/def2-TZVPD) results for C13H19NO2 in the gas phase.

* relative energy (zero: lowest compared OMol25 entry of this formula, charge and spin): 0.187 eV
* E: -712.02624 a.u.
* SMILES: CC(C)CC(=O)Nc1cccc([C@@H](C)O)c1
* Kohn-Sham gap: 9.12 eV
* LUMO level: 0.55 eV

ORCA input file:
```
! RIJCOSX wB97M-V def2-TZVPD def2/J DEFGRID3
* xyz 0 1
C -1.746 3.233 3.595
C -0.785 2.702 2.534
C 0.554 3.430 2.610
C -1.404 2.866 1.136
C -0.535 2.243 0.057
O 0.117 2.895 -0.725
N -0.571 0.877 0.087
C 0.108 -0.044 -0.716
C 0.970 0.336 -1.739
C 1.602 -0.637 -2.490
C 1.387 -1.981 -2.240
C 0.530 -2.373 -1.220
C 0.318 -3.844 -0.923
C 1.111 -4.237 0.330
O -1.044 -4.190 -0.801
C -0.100 -1.398 -0.462
H -2.693 2.697 3.567
H -1.316 3.116 4.588
H -1.945 4.289 3.430
H -0.612 1.635 2.726
H 1.236 3.063 1.848
H 0.412 4.496 2.453
H 1.013 3.283 3.586
H -2.397 2.410 1.114
H -1.504 3.928 0.911
H -1.169 0.460 0.787
H 1.134 1.381 -1.939
H 2.270 -0.340 -3.285
H 1.883 -2.731 -2.838
H 0.672 -4.435 -1.774
H 0.779 -3.654 1.187
H 2.170 -4.050 0.174
H 0.964 -5.293 0.544
H -1.414 -3.730 -0.040
H -0.770 -1.680 0.342
*
```

For reference, the Löwdin charges in units of e are: C -0.081; C -0.437; C -0.065; C -0.098; C -0.475; O 0.077; N 0.131; C -0.205; C -0.010; C -0.066; C -0.042; C -0.187; C -0.402; C -0.032; O -0.023; C 0.022; H 0.075; H 0.077; H 0.082; H 0.128; H 0.077; H 0.087; H 0.079; H 0.122; H 0.130; H 0.139; H 0.099; H 0.106; H 0.110; H 0.143; H 0.078; H 0.084; H 0.080; H 0.080; H 0.115